Record 1
{
  "formula": "C22H27N2O2",
  "method": "the ωB97M-V functional and the def2-TZVPD basis",
  "smiles": "COc1ccc(/C=C/[C@@H](CN=[N+]2CCCC2)c2ccc(OC)cc2)cc1",
  "lumo_energy_ev": -5.145,
  "e_above_lowest_kcal_mol": 77.2,
  "orbital_gap_ev": 4.6982,
  "charge": 1,
  "total_energy_ev": -30316.99620,
  "symbols": ["O", "O", "N", "N", "C", "C", "C", "C", "C", "C", "C", "C", "C", "C", "C", "C", "C", "C", "C", "C", "C", "C", "C", "C", "C", "C", "H", "H", "H", "H", "H", "H", "H", "H", "H", "H", "H", "H", "H", "H", "H", "H", "H", "H", "H", "H", "H", "H", "H", "H", "H", "H", "H"],
  "coordinates": [[3.64401, -4.97893, 3.46918], [2.48903, 5.54683, -1.86072], [-3.78945, -0.40089, -0.98459], [-2.50436, -0.39224, -0.99441], [-6.12489, 0.19386, -0.86680], [1.23236, -3.84019, 0.98708], [1.93815, 4.32687, -1.62749], [0.75599, -0.30512, -0.20572], [-0.17832, 0.55243, -1.05162], [1.92216, -4.65053, 1.86573], [-4.72268, 0.77404, -0.99934], [3.27761, -2.72322, 2.54301], [1.66825, 3.52192, -2.71660], [1.52986, -2.45689, 0.83089], [1.65455, 3.88281, -0.32565], [2.90048, 6.37430, -0.73237], [1.05117, 2.29411, -2.55061], [4.74783, -4.49864, 4.27338], [2.56546, -1.93070, 1.64600], [0.75405, -1.64483, -0.10043], [-1.64147, 0.82702, -0.77662], [2.96535, -4.10826, 2.66986], [1.02269, 2.64091, -0.18497], [-4.51614, -1.64140, -1.22951], [-5.99386, -1.34843, -1.01955], [0.60900, 1.92056, -1.29250], [-1.97863, 1.59885, -1.42629], [1.73143, -5.72275, 1.99068], [-6.76358, 0.62540, -1.62543], [5.06641, -5.37680, 4.82598], [2.80432, -0.87841, 1.59399], [5.58492, -4.12770, 3.66047], [-0.39100, -0.01570, -1.97233], [-4.12117, -2.43700, -0.58141], [-6.53149, 0.46851, 0.09708], [0.43480, -4.29119, 0.40105], [1.61121, 0.17261, 0.21502], [2.04203, 6.66602, -0.10760], [-1.49806, 1.09395, 0.23531], [3.34281, 7.24280, -1.20620], [0.87446, 1.61629, -3.40014], [3.64011, 5.84095, -0.11629], [-6.35782, -1.88766, -0.13588], [1.90409, 4.46409, 0.55910], [-6.57244, -1.72494, -1.86915], [-4.46455, 1.49470, -0.19538], [0.84508, 2.23808, 0.82637], [-4.31900, -1.94419, -2.26725], [0.02677, -2.18987, -0.69877], [4.07640, -2.31694, 3.16565], [-4.59271, 1.30174, -1.97822], [4.40467, -3.71464, 4.96469], [1.94413, 3.86845, -3.72066]],
  "atomic_forces_ev_per_a": [[0.05, 0.57, -0.08], [0.19, 0.27, 0.39], [4.10, 1.80, -0.51], [-2.62, -0.27, 1.17], [0.18, -0.31, 0.09], [0.14, 0.64, -0.17], [0.19, 0.85, 1.35], [-0.76, -1.01, 0.06], [2.02, -0.29, -2.66], [1.02, 0.07, 1.01], [0.39, 0.96, -0.04], [-0.23, -1.14, 0.21], [0.18, -0.18, -1.14], [1.02, -0.78, 0.81], [-0.21, -0.70, -0.29], [-0.36, -0.85, -0.53], [-0.61, 0.01, -0.40], [-0.58, 0.04, -0.37], [-0.57, -0.63, -0.21], [-1.00, 0.55, -0.10], [-0.44, -1.05, 0.48], [-0.04, 0.65, -0.77], [-0.27, 0.65, 0.65], [0.05, -1.30, -0.37], [-0.35, -0.03, 0.18], [-0.72, -2.13, 0.20], [-0.40, 0.94, -0.25], [-0.12, 0.50, -0.22], [-0.16, -0.01, -0.11], [0.05, 0.09, 0.07], [0.09, 0.06, -0.04], [-0.38, -0.10, 0.06], [1.46, 0.30, -0.55], [0.00, 0.42, -0.17], [-0.16, -0.09, 0.17], [0.09, 0.15, -0.03], [0.08, 0.71, 0.58], [0.20, -0.09, -0.28], [-1.71, 0.52, 1.68], [0.04, 0.07, 0.15], [0.04, 0.56, 0.34], [-0.16, 0.19, -0.21], [0.06, 0.34, -0.19], [0.01, -0.15, -0.30], [0.14, 0.17, 0.18], [0.06, -0.58, -0.47], [-0.05, 0.36, -0.52], [0.13, 0.17, 0.24], [-0.13, -0.13, 0.15], [-0.30, 0.08, -0.33], [0.19, -0.53, 0.72], [0.14, -0.23, -0.16], [-0.01, -0.13, 0.52]],
  "lowdin_charge": [-0.090, -0.085, -0.063, 0.233, -0.135, -0.041, -0.288, -0.056, -0.256, -0.002, -0.078, -0.007, 0.000, -0.222, 0.003, -0.046, -0.030, -0.055, -0.023, -0.053, -0.107, -0.256, -0.049, -0.101, -0.130, -0.208, 0.124, 0.124, 0.117, 0.091, 0.103, 0.099, 0.131, 0.146, 0.115, 0.108, 0.085, 0.095, 0.131, 0.091, 0.126, 0.097, 0.122, 0.106, 0.122, 0.145, 0.127, 0.147, 0.106, 0.103, 0.155, 0.095, 0.132]
}

Record 2
{
  "formula": "C5H12N2",
  "method": "the ωB97M-V functional and the def2-TZVPD basis",
  "smiles": "C=CCN.C=NC",
  "lumo_energy_ev": 1.124,
  "e_above_lowest_kcal_mol": 62.3,
  "orbital_gap_ev": 10.2901,
  "total_energy_ev": -8357.43340,
  "symbols": ["N", "N", "C", "C", "C", "C", "C", "H", "H", "H", "H", "H", "H", "H", "H", "H", "H", "H", "H"],
  "coordinates": [[1.47375, -0.90269, -2.53830], [-0.37479, 0.32606, 2.53850], [0.15425, -0.22517, -2.51428], [-0.60669, 1.58207, 2.65144], [-0.56597, -0.72070, -1.30102], [1.01864, -0.03610, 2.18026], [-1.54123, -0.02162, -0.67732], [1.31062, -0.84662, 2.87390], [1.96792, -0.63448, -3.37910], [0.35389, 0.84426, -2.39179], [-0.20304, -1.64924, -0.84812], [1.23687, -1.86969, -2.68580], [-0.45620, -0.45069, -3.42432], [-1.61158, 1.90293, 2.95868], [0.09523, 2.37643, 2.40414], [-2.30783, -0.50786, -0.05688], [1.70184, 0.83330, 2.24973], [1.11672, -0.47576, 1.12893], [-1.65112, 1.04301, -0.86531]],
  "atomic_forces_ev_per_a": [[-0.52, 0.27, -0.38], [0.70, 1.43, -0.17], [0.86, -0.15, 0.41], [-0.59, -1.49, -0.21], [-1.13, 0.86, 1.12], [-0.21, -0.50, -0.69], [0.38, -0.91, -0.62], [0.10, 0.52, -0.29], [0.18, 0.12, -0.07], [-0.34, 0.00, -0.40], [-0.61, -0.25, -0.63], [0.31, -0.59, 0.06], [0.35, 0.44, 0.59], [0.31, -0.16, -0.11], [0.37, -0.02, 0.11], [0.92, 0.37, 0.34], [-0.17, -0.44, 0.04], [-0.49, 0.66, 1.33], [-0.41, -0.15, -0.42]],
  "lowdin_charge": [-0.026, -0.086, -0.301, -0.091, -0.208, -0.152, -0.017, 0.069, 0.056, 0.111, 0.097, 0.050, 0.118, 0.063, 0.063, 0.060, 0.065, 0.076, 0.053]
}